Molecular formula: C5H14O2
Method: DFT, ωB97M-V/def2-TZVPD

Geometry as XYZ:
```
21
Properties=species:S:1:pos:R:3:forces:R:3:nbo_charge:R:1
C 1.931292 1.173582 -1.499784 -0.730 -1.267 0.237 -0.058
O 3.169554 1.283422 -0.806735 -0.446 0.247 0.337 -0.731
C 1.223902 -0.073658 -0.917995 0.623 0.511 -0.353 -0.415
C 0.614472 0.190157 0.438641 -1.757 0.354 1.050 -0.223
C 0.455007 -1.125460 1.238762 -0.211 0.318 -0.813 -0.599
C -0.796405 0.879490 0.378738 0.317 -0.890 0.527 -0.612
H 2.075108 0.983696 -2.556036 0.253 0.187 -0.370 0.164
H 1.237338 2.030747 -1.395970 0.666 0.010 0.135 0.160
H 3.862272 1.616210 -1.370033 0.086 0.251 -0.344 0.474
H 1.946657 -0.895830 -0.898224 0.203 0.225 0.272 0.211
H 0.469428 -0.451700 -1.612008 -0.321 0.301 0.008 0.202
H 1.099863 0.943492 1.063343 1.117 -0.453 -0.248 0.208
H -0.057540 -1.860459 0.603132 -0.147 0.102 0.205 0.198
H 1.414136 -1.548076 1.449479 0.748 -0.277 0.244 0.208
H -0.090532 -1.011891 2.178197 0.031 0.092 -0.142 0.202
H -1.395372 0.527026 -0.457736 -0.143 0.179 -0.093 0.202
H -0.814080 1.961962 0.498834 0.291 0.078 -0.621 0.207
H -1.248366 0.531519 1.304174 -0.590 0.028 -0.028 0.202
H -5.561495 -1.172000 0.796715 -0.517 0.474 -0.118 0.463
H -4.475469 -2.095746 1.151131 0.190 -0.294 -0.214 0.464
O -5.059780 -1.886486 0.413379 0.336 -0.176 0.327 -0.927
```
Forces are in eV/Å.

Computed properties:
SMILES string: CC(C)CCO.O
Gap between HOMO and LUMO in eV: 11.09
E_tot in hartree: -349.35326
ΔE to the lowest compared entry with this formula, charge and spin in eV: 0.6134
2S+1: 1

Molecular formula: C28H28I2MnSb2
Method: DFT, ωB97M-V/def2-TZVPD

Geometry as XYZ:
```
61
Properties=species:S:1:pos:R:3:forces:R:3:nbo_charge:R:1
Mn -1.890054 0.166454 -1.288939 0.058 -0.051 0.130 0.481
C 0.644876 -1.292276 2.591933 -0.017 0.003 -0.019 -0.753
C 1.400183 -1.908509 1.412426 0.004 0.008 0.001 -0.420
C 2.511476 -1.085299 0.765304 -0.006 0.007 -0.017 -0.727
Sb 2.047031 0.684148 -0.390681 -0.007 -0.005 0.028 1.040
C 3.926671 0.902929 -1.325689 0.022 -0.005 -0.009 -0.397
C 4.529641 -0.164418 -1.990533 -0.002 0.001 0.005 -0.171
C 5.771999 0.001083 -2.582237 0.003 -0.002 -0.006 -0.214
C 6.417678 1.229665 -2.510674 -0.002 0.003 0.002 -0.177
C 5.822409 2.293638 -1.850928 -0.003 -0.002 0.000 -0.184
C 4.575911 2.132635 -1.258942 -0.005 0.007 -0.004 -0.229
C 1.027986 -0.190072 -2.092829 -0.067 -0.057 0.047 -0.196
C 0.000035 -1.140488 -1.941358 0.051 -0.011 0.035 -0.459
C -0.702288 -1.638851 -3.053775 -0.011 0.012 -0.028 -0.188
C -0.393098 -1.182917 -4.326663 -0.017 -0.028 0.043 -0.212
C 0.612464 -0.236688 -4.480011 0.041 0.038 0.009 -0.140
C 1.301498 0.265635 -3.379383 -0.007 0.002 -0.072 -0.259
Sb -0.416983 0.590334 2.452979 0.051 0.008 0.010 1.115
C -1.922783 -0.041162 0.977561 -0.146 0.213 -0.068 -0.364
C -2.054133 -1.319455 0.423336 -0.137 -0.163 -0.161 -0.229
C -3.060563 -1.633814 -0.516747 0.172 -0.019 0.144 -0.201
C -3.955070 -0.652612 -0.927180 0.017 0.098 -0.047 -0.217
C -3.898277 0.629216 -0.328504 0.032 -0.041 -0.034 -0.241
C -2.917213 0.910301 0.614799 0.064 -0.045 0.067 -0.132
C -1.785558 0.207292 4.031321 -0.019 -0.015 0.017 -0.406
C -2.007217 1.219842 4.961779 0.005 0.001 -0.009 -0.162
C -2.893049 1.019984 6.013483 0.004 0.006 0.002 -0.212
C -3.562848 -0.187116 6.134878 -0.002 -0.003 0.001 -0.177
C -3.349938 -1.200570 5.207821 0.001 0.002 -0.005 -0.185
C -2.463783 -1.004087 4.160437 -0.003 0.000 0.007 -0.244
H 1.345782 -1.092700 3.407770 0.003 -0.003 0.000 0.248
H -0.070322 -2.014625 2.990227 0.004 0.001 0.004 0.237
H 0.703788 -2.263989 0.650147 0.007 0.006 0.000 0.170
H 1.866557 -2.823522 1.791337 0.001 0.003 0.007 0.242
H 3.197622 -0.708024 1.528307 0.002 -0.006 0.002 0.242
H 3.104193 -1.717871 0.103270 -0.001 0.004 0.001 0.243
H 4.037329 -1.128944 -2.053967 0.000 0.002 -0.004 0.201
H 6.239909 -0.828195 -3.096051 -0.001 0.000 0.001 0.232
H 7.389038 1.355084 -2.969807 0.000 -0.002 0.000 0.235
H 6.327221 3.248582 -1.793250 -0.001 0.000 0.000 0.232
H 4.120557 2.970435 -0.743390 0.001 -0.001 0.003 0.218
H -0.076978 -1.670282 -1.000866 -0.033 0.020 -0.060 0.230
H -1.424444 -2.437369 -2.926277 -0.002 -0.003 -0.002 0.234
H -0.902938 -1.585046 -5.192087 -0.001 -0.003 0.000 0.246
H 0.876371 0.105214 -5.473064 0.001 0.002 0.002 0.245
H 2.094193 0.987996 -3.539821 0.001 0.001 0.002 0.245
H -1.348085 -2.093320 0.695422 -0.010 -0.002 -0.002 0.261
H -3.104809 -2.623732 -0.951593 0.007 -0.006 0.008 0.272
H -4.697539 -0.866692 -1.683764 -0.001 0.002 -0.003 0.276
H -4.607747 1.391128 -0.622998 -0.001 0.001 0.001 0.272
H -2.874926 1.906470 1.040431 -0.004 -0.003 0.001 0.257
H -1.486742 2.167417 4.880449 0.000 0.000 0.000 0.212
H -3.054330 1.806449 6.738447 -0.001 0.000 0.000 0.234
H -4.250275 -0.343328 6.955300 0.000 0.000 0.000 0.236
H -3.870440 -2.143952 5.307316 0.001 0.000 0.000 0.229
H -2.303876 -1.811082 3.452139 0.000 0.000 0.000 0.198
I -2.732941 1.383545 -3.585787 -0.006 0.034 0.018 0.453
C -2.217049 3.222259 -2.642414 0.025 0.012 -0.004 -0.719
I -0.686441 2.704532 -1.244947 -0.058 -0.021 -0.049 0.469
H -3.087351 3.623783 -2.137408 0.001 -0.004 0.003 0.247
H -1.822301 3.904982 -3.386068 -0.010 0.004 -0.001 0.264
```
Forces are in eV/Å.

Computed properties:
Net charge: +2
Gap between HOMO and LUMO (spin up / spin down) in eV: 6.68 / 6.34
E_tot in hartree: -3309.96763
2S+1: 2

Molecular formula: C5H8N2O3S
Method: DFT, ωB97M-V/def2-TZVPD

Geometry as XYZ:
```
19
Properties=species:S:1:pos:R:3:forces:R:3:nbo_charge:R:1
C -0.150029 0.551349 1.051003 0.309 0.784 0.756 0.244
C -1.688676 2.394865 -0.281717 -0.806 1.419 -0.891 0.885
C 1.905446 0.770893 -0.602587 -0.140 -0.944 0.256 -0.606
C -0.069039 -2.609181 0.795548 -2.406 0.091 -0.199 -0.863
C 0.747780 0.098442 0.127261 -0.263 -1.844 -1.380 -0.683
N -0.881332 1.014800 1.817283 -0.566 0.009 0.572 -0.428
N -1.456403 3.471838 0.224688 0.887 -0.284 1.581 -0.745
O -2.074910 1.606291 -1.048525 0.168 -1.279 -0.007 -0.571
O -1.210155 -1.234693 -1.261123 -0.821 1.012 0.917 -0.876
O 1.072638 -1.871726 -1.567416 0.343 -0.374 0.087 -0.902
S 0.192879 -1.367908 -0.557690 1.314 -0.313 0.401 2.095
H 1.961828 0.154812 -1.526419 0.643 1.061 0.347 0.251
H 1.833175 1.839047 -0.748514 -0.860 0.210 -0.567 0.224
H 2.822925 0.727451 -0.022492 0.254 -0.645 0.015 0.212
H 0.590865 -2.364783 1.553545 1.114 1.415 1.604 0.250
H -1.113105 -2.658536 1.183288 0.626 0.931 -0.359 0.261
H 0.133609 -3.662923 0.781152 0.449 -0.660 -1.978 0.274
H -1.557635 -0.305794 -1.097297 0.159 -0.786 -0.316 0.547
H -1.059862 3.445755 1.180012 -0.405 0.196 -0.838 0.428
```
Forces are in eV/Å.

Computed properties:
SMILES string: CC(C#N)=[S@](C)(=O)O.N=C=O
Gap between HOMO and LUMO in eV: 9.11
E_tot in hartree: -928.62631
ΔE to the lowest compared entry with this formula, charge and spin in eV: 3.4626
2S+1: 1

Molecular formula: C3H7O3
Method: DFT, ωB97M-V/def2-TZVPD

Geometry as XYZ:
```
13
Properties=species:S:1:pos:R:3:forces:R:3:nbo_charge:R:1
O -1.117004 -0.865107 1.666518 -0.355 -0.521 0.557 -0.809
C -1.936457 -0.077511 2.191789 0.442 1.328 -0.873 0.649
O -2.999234 -0.200449 2.814432 0.273 -0.468 0.032 -0.763
H -1.617971 1.017383 1.952339 -0.380 -0.195 0.445 -0.066
H 0.345915 1.056196 1.002344 -0.081 -0.137 -0.029 0.494
C 0.446469 0.056655 -0.626998 0.463 -0.525 -0.136 -0.062
O 0.821051 1.185725 0.169524 0.612 -0.308 -0.361 -0.758
C 1.358364 -0.283374 -1.836207 -0.764 0.231 -0.431 -0.636
H 0.524967 -0.877208 -0.068106 -0.632 0.520 0.609 0.190
H -0.583008 0.246234 -0.906996 -0.242 -0.513 -0.343 0.164
H 1.518240 -1.371145 -1.779255 -0.076 0.303 -0.375 0.199
H 0.893501 -0.043689 -2.835916 0.633 -0.067 0.976 0.190
H 2.345172 0.156295 -1.743467 0.105 0.351 -0.070 0.208
```
Forces are in eV/Å.

Computed properties:
Net charge: -1
Gap between HOMO and LUMO in eV: 7.88
E_tot in hartree: -344.26165
ΔE to the lowest compared entry with this formula, charge and spin in eV: 1.3218
2S+1: 1

Molecular formula: C4H7FOS
Method: DFT, ωB97M-V/def2-TZVPD

Geometry as XYZ:
```
14
Properties=species:S:1:pos:R:3:forces:R:3:nbo_charge:R:1
C 1.365159 -0.373781 -0.112326 -0.563 -2.504 1.107 0.060
C 0.840905 -0.201099 1.242884 0.902 -0.120 4.357 -0.432
C -0.156119 -0.053707 0.123734 1.746 -0.204 -0.478 -0.256
C -0.590451 1.310177 -0.458376 2.271 -3.269 -3.059 0.040
H 2.819342 1.223481 0.546297 -1.120 -2.454 -3.985 0.348
H 1.618649 -1.408417 -0.288660 -0.819 -0.766 -0.262 0.196
H 1.012178 -0.885732 2.354439 -1.140 1.142 -3.970 0.237
H 1.120144 0.758192 1.679783 0.135 0.577 -0.464 0.210
H -1.956222 -1.171606 0.793311 0.475 -0.928 -1.147 0.138
H -1.038678 0.811579 -1.445871 0.992 2.070 1.328 0.181
H 0.396535 1.962882 -0.641482 -2.515 -1.044 0.435 0.187
O 2.352916 0.284157 -0.705959 2.178 5.074 3.495 -0.574
F -1.576887 1.882790 0.205536 -1.068 1.321 1.143 -0.341
S -1.085016 -1.537393 -0.248466 -1.475 1.105 1.500 0.006
```
Forces are in eV/Å.

Computed properties:
Gap between HOMO and LUMO in eV: 7.87
E_tot in hartree: -729.65343
ΔE to the lowest compared entry with this formula, charge and spin in eV: 6.2526
2S+1: 1

Molecular formula: C2H3N3S
Method: DFT, ωB97M-V/def2-TZVPD

Geometry as XYZ:
```
9
Properties=species:S:1:pos:R:3:forces:R:3:nbo_charge:R:1
C 0.132117 -0.854342 1.251761 -1.133 0.121 3.931 0.057
C -0.449441 0.511965 -0.590283 -0.098 0.601 0.898 0.093
N 1.202456 -1.057009 0.499772 0.131 1.460 -2.543 0.077
N 1.530055 -0.705042 -0.537010 1.097 -1.636 1.622 0.286
N -0.709982 0.028153 0.616416 -0.835 0.676 -2.311 -0.428
S -0.305867 0.804782 -2.143394 -0.821 -0.703 -0.289 0.737
H 0.072247 -1.090301 2.405273 -0.038 0.277 -2.711 0.360
H -1.715882 0.298462 0.926835 1.726 -0.644 0.245 0.555
H 0.244298 2.063333 -2.429371 -0.028 -0.153 1.159 0.263
```
Forces are in eV/Å.

Computed properties:
Net charge: +2
Gap between HOMO and LUMO (spin up / spin down) in eV: 6.99 / 6.99
E_tot in hartree: -639.50165
ΔE to the lowest compared entry with this formula, charge and spin in eV: 2.3293
2S+1: 1

Question: Which value of 2S+1 does entry 3 give?
Answer: 1